No. 1
{
  "formula": "C18H26N2OPt",
  "method": "ωB97M-V/def2-TZVPD",
  "homo_ev": -15.151,
  "multiplicity": 1,
  "e_lumo_ev": -7.870,
  "gap_ev": 7.281,
  "charge": 2,
  "elements": ["Pt", "C", "C", "C", "C", "C", "C", "C", "C", "C", "C", "H", "H", "H", "H", "H", "H", "H", "H", "H", "H", "H", "H", "H", "H", "N", "C", "C", "C", "C", "C", "N", "H", "H", "H", "H", "H", "H", "C", "C", "C", "O", "H", "H", "H", "H", "H", "H"],
  "xyz": [[0.11605, -0.44484, 0.25687], [2.88413, 3.04783, -1.99707], [2.57559, 1.55376, -2.08083], [3.70219, 0.79397, -2.79352], [2.25287, 0.95213, -0.73775], [1.93173, 1.70497, 0.37967], [1.59773, 1.06228, 1.57928], [1.74008, -0.33897, 1.79533], [1.64925, -0.93352, 3.17849], [2.15463, -1.10866, 0.67143], [2.22443, -0.48682, -0.58928], [3.13495, 3.41840, -2.98892], [3.73973, 3.24069, -1.34716], [2.03567, 3.63408, -1.64392], [1.65628, 1.43018, -2.67245], [4.59949, 0.74136, -2.17448], [3.96520, 1.32629, -3.70556], [3.42080, -0.21614, -3.08753], [1.90503, 2.78366, 0.33996], [1.26826, 1.66306, 2.42101], [0.62787, -1.20297, 3.44321], [2.01347, -0.22622, 3.92198], [2.26687, -1.82793, 3.24322], [2.33463, -2.16874, 0.79145], [2.43105, -1.11189, -1.44568], [-1.63293, -2.22657, 2.22964], [-2.21278, -1.02040, 2.05561], [-3.40693, -0.69076, 2.72782], [-3.96464, 0.54322, 2.55456], [-3.34958, 1.47666, 1.70246], [-2.20290, 1.11056, 1.07127], [-1.63401, -0.12248, 1.23481], [-2.07123, -2.91443, 2.81792], [-0.81458, -2.49062, 1.70842], [-3.85953, -1.42758, 3.37729], [-4.87827, 0.79852, 3.07458], [-3.76279, 2.46130, 1.54411], [-1.68160, 1.77484, 0.39610], [-2.70061, -0.63798, -3.05470], [-1.88149, -1.13929, -1.92463], [-2.07519, -2.49325, -1.34304], [-1.01118, -0.37067, -1.47150], [-3.20862, -1.43697, -3.58570], [-2.08981, -0.04062, -3.72971], [-3.45503, 0.03135, -2.62549], [-2.72916, -3.11710, -1.94433], [-2.50817, -2.38807, -0.34455], [-1.09698, -2.96563, -1.22868]],
  "atomic_forces_ev_per_a": [[0.1187, 0.6511, -0.2624], [-0.0267, 0.0160, -0.0244], [-0.0851, 0.0469, 0.0643], [0.0481, 0.0110, -0.0108], [0.0761, -0.1700, -0.0992], [0.0528, 0.0602, 0.1648], [-0.1389, 0.1360, -0.0783], [-0.0108, -0.3984, -0.0858], [0.0354, 0.0336, -0.0157], [0.2419, -0.0290, 0.2915], [-0.2631, -0.1965, -0.0005], [-0.0005, -0.0020, 0.0018], [0.0035, -0.0103, -0.0035], [-0.0002, -0.0049, 0.0052], [0.0202, -0.0211, -0.0279], [-0.0120, 0.0124, 0.0108], [-0.0104, -0.0060, -0.0041], [0.0045, -0.0042, 0.0171], [0.0339, -0.0037, -0.0079], [-0.0359, -0.0038, -0.0175], [-0.0057, 0.0271, 0.0122], [0.0041, 0.0106, -0.0078], [-0.0310, -0.0186, -0.0011], [0.0758, -0.0031, -0.1132], [0.0763, 0.0550, -0.0295], [-0.0249, -0.0309, -0.0133], [-0.0040, 0.0747, 0.0602], [0.0356, -0.0459, -0.0022], [-0.0067, 0.0420, -0.0135], [-0.0212, 0.0082, 0.0153], [0.0417, -0.1295, -0.0444], [-0.1475, -0.0435, 0.1542], [0.0134, 0.0015, 0.0035], [-0.0010, 0.0137, -0.0131], [0.0015, 0.0046, 0.0021], [-0.0006, 0.0046, -0.0069], [-0.0050, -0.0026, 0.0072], [-0.0173, 0.0173, -0.0013], [-0.0206, -0.0181, 0.0020], [0.2884, -0.0131, 0.0244], [-0.0795, 0.0310, 0.0094], [-0.1743, -0.0684, 0.0802], [0.0078, 0.0006, -0.0126], [-0.0074, 0.0149, 0.0099], [-0.0342, -0.0276, -0.0289], [0.0128, 0.0045, -0.0132], [-0.0138, -0.0073, -0.0069], [-0.0140, -0.0191, 0.0097]],
  "mulliken_charge": [0.73, -1.68, 0.95, -1.43, 0.97, -0.49, -0.71, 0.70, -1.29, -0.96, -0.95, 0.42, 0.42, 0.41, 0.13, 0.40, 0.43, 0.37, 0.45, 0.50, 0.24, 0.43, 0.43, 0.48, 0.46, -0.26, 1.08, -1.14, -0.33, -0.84, -0.16, -0.04, 0.24, 0.12, 0.45, 0.43, 0.48, 0.45, -1.28, 1.24, -1.12, -0.74, 0.41, 0.35, 0.32, 0.44, 0.19, 0.30]
}


No. 2
{
  "formula": "C24H38N2O7PPtS",
  "method": "ωB97M-V/def2-TZVPD",
  "homo_ev": [-17.026, -17.397],
  "multiplicity": 5,
  "e_lumo_ev": [-8.749, -11.817],
  "s_squared": 6.013,
  "gap_ev": [8.277, 5.580],
  "charge": 3,
  "elements": ["Pt", "O", "C", "C", "C", "C", "N", "C", "C", "C", "C", "C", "C", "O", "C", "C", "N", "H", "H", "H", "H", "H", "H", "H", "H", "H", "H", "H", "H", "C", "C", "C", "C", "O", "P", "O", "O", "O", "C", "C", "C", "C", "H", "H", "H", "H", "H", "H", "H", "H", "H", "H", "H", "H", "H", "H", "H", "H", "H", "H", "O", "S", "C", "C", "C", "C", "H", "H", "H", "H", "H", "H", "H", "H"],
  "xyz": [[-0.49570, 0.02979, 0.46265], [-1.63876, -6.46474, -1.69805], [-2.76385, -5.67734, -1.40151], [-2.28049, -4.33481, -0.94331], [-3.17756, -3.33040, -0.59344], [-2.69413, -2.10869, -0.18166], [-1.37937, -1.87245, -0.11073], [-0.49099, -2.81702, -0.46249], [-0.91550, -4.06346, -0.87019], [0.93282, -2.41862, -0.39394], [1.96600, -3.21192, -0.83932], [3.28009, -2.75692, -0.75226], [4.41138, -3.60715, -1.23762], [3.87990, -4.81578, -1.70880], [3.51580, -1.48937, -0.21435], [2.45331, -0.73349, 0.20376], [1.18805, -1.19622, 0.12800], [-1.91395, -7.33109, -2.01962], [-3.37724, -6.11115, -0.60517], [-3.40921, -5.52407, -2.27231], [-4.24798, -3.48920, -0.64276], [-3.35383, -1.29475, 0.09011], [-0.21521, -4.83851, -1.14610], [1.77651, -4.18431, -1.26916], [5.11159, -3.74806, -0.40697], [4.93960, -3.04742, -2.01783], [4.58689, -5.40259, -2.00108], [4.51994, -1.09297, -0.12616], [2.58058, 0.25829, 0.61897], [-1.65906, 4.91956, 0.91112], [-2.00336, 4.01450, -0.25860], [-2.21613, 4.84143, -1.48821], [-3.16027, 3.08068, 0.03495], [-0.75077, 3.16614, -0.44043], [-0.55216, 2.20113, -1.64357], [-1.38864, 2.74601, -2.82640], [-1.07913, 0.77517, -1.27591], [0.92768, 2.03171, -1.93451], [2.02957, 2.96942, -2.54146], [2.82963, 3.41733, -1.34215], [1.36471, 4.11177, -3.26678], [2.78578, 2.04396, -3.46016], [-2.47278, 5.62732, 1.07784], [-0.74613, 5.47994, 0.71459], [-1.53122, 4.33002, 1.82109], [-3.22643, 5.15163, -1.73123], [-1.87118, 3.59863, -2.63168], [-1.41436, 5.49352, -1.81773], [-4.03649, 3.67256, 0.30482], [-2.92014, 2.44496, 0.88996], [-3.42814, 2.46073, -0.82374], [2.18562, 3.86012, -0.58060], [3.54497, 4.17945, -1.65424], [3.39558, 2.58848, -0.91116], [0.85953, 4.79434, -2.57722], [0.67581, 3.76823, -4.03610], [2.14924, 4.68541, -3.76244], [3.09456, 1.14453, -2.92735], [3.68424, 2.55400, -3.81223], [2.18765, 1.76612, -4.32797], [-0.74241, 0.10914, 2.43067], [-1.16595, -1.14708, 3.34206], [0.34442, -1.48080, 4.28921], [-0.09375, -1.43370, 5.75455], [-1.02047, -0.22772, 5.87016], [-2.02927, -0.35138, 4.72728], [1.01186, -0.65064, 4.04616], [0.76853, -2.42559, 3.95162], [0.78790, -1.35471, 6.38892], [-0.61143, -2.35461, 6.03093], [-0.45997, 0.70281, 5.77824], [-1.54678, -0.20590, 6.82195], [-2.42234, 0.58510, 4.33021], [-2.86724, -1.00927, 4.96689]],
  "atomic_forces_ev_per_a": [[0.0433, -0.3501, -0.0317], [-0.0931, -0.0246, -0.0033], [0.1553, -0.0187, -0.0121], [0.0350, -0.0114, 0.0043], [-0.0850, -0.0041, 0.0045], [0.1357, 0.0669, 0.0178], [-0.1589, -0.0090, -0.0030], [0.0153, 0.0495, 0.0246], [-0.0056, -0.0596, -0.0610], [-0.0206, 0.0187, 0.0766], [0.0291, -0.0691, -0.0052], [-0.0201, -0.0023, -0.0033], [-0.1053, -0.0773, -0.0255], [0.0736, 0.0236, 0.0170], [0.0924, 0.0002, -0.0047], [-0.1689, 0.0063, 0.0695], [0.1995, 0.1282, -0.2051], [0.0016, 0.0343, 0.0127], [-0.0441, -0.0416, 0.0265], [-0.0382, -0.0297, -0.0523], [0.0345, 0.0012, -0.0042], [-0.0039, -0.0067, -0.0005], [-0.0312, 0.0121, 0.0024], [0.0400, 0.0061, 0.0095], [0.0464, -0.0273, 0.0353], [0.0521, 0.0039, -0.0508], [-0.0116, 0.0245, -0.0002], [-0.0234, -0.0191, -0.0104], [0.0026, -0.0056, -0.0135], [-0.0315, 0.0215, 0.1430], [0.0890, -0.0434, -0.1119], [-0.1118, 0.4965, 0.5307], [-0.1004, 0.0214, 0.0753], [-0.1087, 0.2818, 0.1865], [-0.3837, 0.3397, -0.1391], [0.2196, -0.6862, -0.3593], [0.0000, 0.3106, -0.1196], [0.3135, -0.0896, -0.1836], [-0.1941, -0.1148, 0.1387], [0.0577, -0.0005, 0.0831], [0.0069, 0.1358, -0.0003], [0.0260, 0.0021, -0.0563], [0.0360, -0.0309, -0.0214], [-0.0279, -0.0074, -0.0120], [0.0225, 0.0002, -0.0475], [0.0058, -0.0903, -0.0160], [0.0413, -0.1170, -0.1510], [0.0321, -0.0414, -0.0484], [0.0234, -0.0155, -0.0340], [0.0088, 0.0013, -0.0178], [0.0480, 0.0202, 0.0321], [0.0195, -0.0048, -0.0353], [0.0036, -0.0345, -0.0270], [-0.0732, 0.0411, 0.0017], [0.0043, -0.0776, -0.0373], [0.0122, -0.0157, 0.0111], [-0.0074, 0.0068, 0.0102], [0.0083, 0.0084, -0.0135], [-0.0386, 0.0057, -0.0017], [0.0136, -0.0089, 0.0379], [0.0004, -0.2219, 0.5120], [-0.0404, 0.3610, -0.2062], [0.0087, -0.0387, 0.0682], [0.0257, -0.0541, -0.0611], [-0.0440, 0.0264, -0.0331], [-0.0376, -0.0263, 0.0067], [-0.0026, -0.0268, -0.0304], [-0.0233, 0.0312, 0.0385], [-0.0157, 0.0320, 0.0240], [0.0035, 0.0133, -0.0063], [0.0263, -0.0048, -0.0067], [-0.0002, 0.0066, 0.0266], [-0.0128, -0.0103, 0.0443], [0.0504, -0.0214, -0.0074]],
  "mulliken_charge": [2.49, -0.49, -0.55, 0.01, -0.89, -0.56, -0.54, 0.50, -0.41, 0.39, -0.40, 0.17, -0.57, -0.49, -0.81, -0.58, -0.60, 0.33, 0.37, 0.38, 0.50, 0.60, 0.74, 0.70, 0.38, 0.37, 0.34, 0.54, 0.59, -1.60, 1.38, -1.28, -1.24, 0.13, -0.01, -0.50, -0.89, 0.17, 1.56, -1.35, -1.55, -1.58, 0.42, 0.41, 0.36, 0.46, 0.44, 0.42, 0.53, 0.19, 0.29, 0.26, 0.44, 0.31, 0.21, 0.41, 0.52, 0.29, 0.45, 0.40, -0.51, 0.51, -0.61, -0.72, -0.57, -0.67, 0.32, 0.48, 0.37, 0.34, 0.29, 0.38, 0.38, 0.45]
}


No. 3
{
  "formula": "C3H6N2OS2",
  "method": "ωB97M-V/def2-TZVPD",
  "homo_ev": -8.154,
  "multiplicity": 1,
  "smiles": "ON1CCS/C1=N/S",
  "e_lumo_ev": 0.724,
  "gap_ev": 8.878,
  "charge": 0,
  "elements": ["C", "C", "C", "H", "H", "H", "H", "H", "H", "N", "N", "O", "S", "S"],
  "xyz": [[0.21266, 0.31523, -0.20688], [1.53470, -1.80552, -0.75936], [0.18002, -2.06301, -0.11169], [-1.00936, 3.29423, 0.98504], [2.35547, -1.88225, -0.04645], [1.73622, -2.53326, -1.54390], [-0.59191, -2.29271, -0.87677], [0.19765, -2.89195, 0.64600], [-1.51638, -0.71551, 1.85666], [-0.17218, 1.51917, -0.09438], [-0.14741, -0.82299, 0.57459], [-1.50134, -0.81597, 0.92214], [-1.33401, 1.98913, 1.07230], [1.42850, -0.11440, -1.40302]],
  "atomic_forces_ev_per_a": [[-0.4430, 0.3600, 0.5088], [0.0293, -0.4379, 0.1778], [-0.1435, -0.7207, 0.3432], [-0.0510, -0.2158, 0.0038], [-0.1203, 0.1070, 0.1243], [-0.0988, 0.2082, -0.1636], [0.3455, 0.1212, 0.3351], [0.0944, 0.6950, -0.7775], [0.0412, 0.1697, 1.3507], [0.0032, -0.4814, 0.0453], [0.3612, 0.3936, -0.3061], [-0.3390, -0.1625, -1.3309], [0.2767, 0.1030, -0.1879], [0.0440, -0.1394, -0.1232]],
  "nbo_charge": [0.23, -0.54, -0.24, 0.11, 0.22, 0.24, 0.20, 0.21, 0.48, -0.62, -0.18, -0.55, 0.15, 0.28]
}


No. 4
{
  "formula": "C12H27N5O7Ru",
  "method": "ωB97M-V/def2-TZVPD",
  "homo_ev": [-9.124, -12.324],
  "multiplicity": 6,
  "e_lumo_ev": [-4.159, -6.107],
  "s_squared": 8.801,
  "gap_ev": [4.965, 6.217],
  "charge": 1,
  "elements": ["O", "H", "Ru", "N", "N", "N", "N", "O", "O", "O", "O", "C", "C", "C", "C", "C", "H", "H", "H", "C", "H", "H", "H", "C", "C", "H", "H", "H", "H", "H", "H", "H", "H", "C", "H", "H", "H", "O", "H", "H", "C", "N", "C", "C", "O", "H", "H", "H", "H", "H", "H", "H"],
  "xyz": [[-0.45633, 0.06745, -3.36146], [-0.92604, 0.51333, -4.10799], [-0.53477, 0.19106, -1.22614], [-0.47911, 1.77485, 0.11559], [1.23383, 0.83221, -1.73109], [-1.73973, -0.70466, 0.24735], [-0.15955, -1.67804, -1.65713], [-1.19334, 2.05140, 1.15262], [-2.36914, -0.22404, 1.31890], [0.86968, -2.26917, -2.37406], [2.19698, 0.29564, -2.38066], [1.45313, 2.05410, -1.15424], [0.57765, 2.54473, -0.15235], [-1.94373, -1.97516, -0.06593], [-1.08380, -2.50228, -1.13733], [0.82843, 3.64417, 0.78343], [1.13413, 3.26316, 1.75625], [-0.06652, 4.23208, 0.97056], [1.60190, 4.33335, 0.45099], [2.70918, 2.66663, -1.63219], [2.74992, 2.72981, -2.73674], [3.58893, 2.08495, -1.29851], [2.85755, 3.68335, -1.24008], [-2.67003, -2.86212, 0.88823], [-0.98570, -3.95104, -1.49583], [-3.28511, -2.29665, 1.59886], [-1.95168, -3.46697, 1.46196], [-3.33148, -3.56418, 0.36953], [-0.39495, -4.08424, -2.41489], [-1.97708, -4.41585, -1.62377], [-0.54155, -4.58775, -0.70593], [-2.04166, 0.77849, 1.29594], [1.34570, -1.51176, -2.83868], [-1.98268, 0.99879, -2.06680], [-1.74664, 2.05102, -1.69034], [-2.63598, 0.22511, -1.50349], [-2.44994, 1.08002, -3.11249], [-4.55017, 3.07280, -0.41973], [-5.23197, 2.34081, -0.38332], [-4.02156, 2.94556, 0.41954], [1.32174, -0.01776, 3.08198], [2.28309, -0.93533, 2.47907], [3.36290, -1.43545, 3.31498], [2.20018, -1.23724, 1.18541], [1.28832, -0.80164, 0.45017], [1.46413, -0.05018, 4.17587], [0.28441, -0.30732, 2.83576], [1.46643, 1.02857, 2.73726], [3.45208, -2.52626, 3.19999], [4.33007, -0.99282, 3.02608], [3.14676, -1.18882, 4.36274], [3.00312, -1.89672, 0.83215]],
  "atomic_forces_ev_per_a": [[-1.0925, 0.5562, -2.9953], [0.7394, -0.3716, 0.3168], [3.2777, -0.9497, 4.4730], [-0.0445, -0.9242, 0.3350], [1.0179, -0.7623, 0.1294], [-0.2143, -2.5338, -1.4524], [-1.2726, -2.4475, 0.4775], [-0.3471, -0.6623, -0.8014], [0.4631, 1.5344, -0.3038], [-0.6446, 1.3641, -0.0644], [-1.7002, 0.2266, 0.3674], [0.4700, 1.7842, 0.9544], [2.0437, -0.3989, -1.3058], [0.8700, 1.1991, 1.0527], [2.2423, -0.1053, -0.7159], [0.4926, 1.2978, 0.1326], [0.0049, -0.1988, 0.0788], [-0.1480, -0.0475, -0.0825], [0.0427, -0.1338, -0.1267], [1.0277, 1.3165, 0.2705], [-0.0973, -0.1898, 0.5750], [-0.4377, 0.1119, -0.2536], [-0.2049, -0.3138, -0.1151], [-0.5911, -0.5228, -0.0673], [-0.5484, -0.8561, 0.1051], [0.3227, -0.0655, -0.3360], [-0.0906, 0.1922, -0.1626], [0.1610, 0.0728, -0.0051], [-0.3519, 0.0817, 0.4698], [0.1805, 0.4151, -0.1297], [0.1227, 0.5983, -0.1700], [-0.1990, -0.6603, 0.5308], [-0.5708, -0.5849, 0.8870], [-4.8116, 1.4746, -2.6548], [-0.9876, -1.1536, -0.3755], [0.0386, 1.7983, -0.7824], [0.7734, -0.1074, 1.4571], [-0.1207, -1.6037, 1.3671], [1.1235, 1.3122, -0.0188], [-0.9135, 0.2509, -1.3394], [-0.3835, 0.3791, 0.1357], [-0.2178, 0.2866, 0.2637], [0.6353, -0.3684, -0.1155], [-1.1522, 0.7213, -0.2734], [1.1038, -0.6005, 0.8187], [-0.2002, 0.0718, -0.5890], [0.4933, 0.0795, 0.0800], [-0.0045, -0.6045, 0.1227], [-0.0352, 0.3310, 0.1988], [-0.3165, -0.0473, 0.2363], [0.1665, -0.2073, -0.4286], [-0.1143, -0.0345, -0.1709]],
  "nbo_charge": [-0.62, 0.48, 0.98, -0.06, -0.03, -0.08, -0.07, -0.47, -0.51, -0.51, -0.34, 0.17, 0.13, 0.20, 0.24, -0.66, 0.24, 0.25, 0.24, -0.67, 0.25, 0.25, 0.23, -0.69, -0.69, 0.27, 0.25, 0.25, 0.27, 0.25, 0.26, 0.50, 0.52, -0.70, 0.29, 0.27, 0.27, -0.94, 0.47, 0.47, -0.42, -0.40, -0.42, 0.56, -0.72, 0.22, 0.22, 0.21, 0.22, 0.21, 0.22, 0.14]
}


no.,total energy (eV),strongest force on any atom (eV/A)
1,-27347.827,0.712
2,-66161.893,0.805
3,-29904.304,1.383
4,-37227.774,5.690